Record 1
13
Properties=species:S:1:pos:R:3:forces:R:3 method="wB97M-V/def2-TZVPD" relative_energy_kcal_mol=70.1 lumo_energy_ev=-0.659
C -0.925 -1.552 0.621 2.60 -2.18 0.72
C -0.409 0.468 -0.941 0.00 0.08 2.51
C 0.532 1.616 -0.847 0.23 2.12 -0.39
C 0.994 0.234 0.787 2.89 -0.12 3.47
H -0.963 -2.158 -0.394 -0.75 1.98 1.91
H -1.899 -1.444 1.293 2.35 -0.32 -1.82
H 0.006 -2.490 1.177 -2.84 3.71 -1.11
H -0.124 2.554 -0.386 2.03 -2.16 -1.29
H 1.037 1.777 -1.814 -0.64 0.62 0.43
N -0.258 -0.121 0.352 -0.46 -2.77 -1.55
O 1.614 1.198 0.054 -3.40 -0.34 -0.75
S -1.474 0.123 -2.059 -0.60 -0.28 -0.89
S 1.869 -0.202 2.158 -1.40 -0.35 -1.23

=====

Record 2
125
Properties=species:S:1:pos:R:3:forces:R:3 method="wB97M-V/def2-TZVPD" charge=-3 relative_energy_kcal_mol=0.0 lumo_energy_ev=4.551
Li -1.300 1.993 -2.131 0.83 -0.55 -0.84
Li -2.939 1.650 -0.343 -1.86 -0.03 1.53
N -1.205 0.819 -0.368 2.68 -0.53 2.40
S -1.279 -0.703 -0.564 -3.10 -8.25 -4.26
O -1.410 -1.647 0.521 0.64 2.11 0.12
O -0.439 -1.209 -1.632 -0.92 1.29 0.70
F -2.771 -0.734 -1.137 0.26 0.47 -0.34
S 0.159 0.553 0.707 1.29 5.64 3.72
O 1.401 0.179 0.131 -0.63 -0.01 -0.89
O -0.026 0.263 2.105 -0.73 -0.41 -1.67
F 0.156 2.194 0.787 0.98 -0.44 -0.07
N -6.495 0.154 2.225 -0.50 0.96 -3.39
S -5.508 -1.025 2.311 2.31 -3.74 1.93
O -4.137 -0.597 2.476 -0.93 -0.92 0.03
O -5.844 -2.161 1.472 0.51 1.39 0.20
F -5.943 -1.566 3.767 0.08 0.41 -0.01
S -6.256 0.499 0.608 -1.35 4.18 -0.50
O -7.249 0.123 -0.367 0.66 -0.95 1.05
O -4.881 0.597 0.147 -0.66 -0.60 0.21
F -6.639 2.044 0.787 0.10 -0.35 0.05
N 2.909 -4.805 -0.535 2.61 2.88 -1.16
S 1.618 -3.957 -0.733 -6.09 0.15 -0.05
O 1.014 -3.884 -2.053 1.27 -0.49 0.88
O 1.454 -2.781 0.074 1.04 0.06 -0.33
F 0.641 -4.950 0.049 -0.01 -0.67 -0.16
S 3.941 -3.466 -0.834 2.93 -2.82 1.48
O 4.251 -2.718 0.333 -0.07 0.18 0.05
O 3.840 -2.819 -2.090 -0.44 0.27 -0.66
F 5.319 -4.361 -1.014 -0.97 0.26 -0.02
N -3.524 4.459 3.733 -0.64 -1.29 -3.43
S -5.108 4.332 3.729 -1.51 -0.63 2.77
O -5.631 2.987 3.698 0.11 1.46 -0.69
O -5.708 5.443 3.029 -0.47 -0.91 0.37
F -5.326 4.641 5.328 0.23 0.54 -0.69
S -3.317 4.209 2.043 3.11 1.10 0.85
O -3.158 5.455 1.350 -0.24 -0.44 0.34
O -3.939 3.133 1.314 0.19 0.20 0.69
F -1.801 3.691 2.246 -0.48 0.07 -0.30
N -3.162 2.483 -2.110 -1.07 3.05 -1.87
S -4.355 2.152 -3.117 -4.35 -3.76 -1.37
O -4.201 2.441 -4.521 0.97 0.09 1.06
O -5.667 2.424 -2.585 1.55 0.13 -0.22
F -4.205 0.590 -2.979 0.20 0.16 -0.34
S -3.303 4.170 -2.278 2.55 2.92 3.41
O -4.410 4.805 -1.632 0.42 -1.08 -1.20
O -2.676 4.791 -3.414 -0.80 -1.23 0.18
F -2.135 4.322 -1.165 0.18 -0.07 -0.22
C 0.108 -5.851 3.697 0.80 -0.60 0.06
C -1.304 -5.986 4.282 0.75 -0.12 0.32
O -2.307 -5.423 3.462 -0.25 0.37 -0.02
P -3.261 -4.235 3.877 -0.61 2.04 -0.38
O -4.298 -3.884 2.902 0.54 -1.23 0.56
O -3.775 -4.688 5.338 0.26 -0.14 -0.71
C -4.639 -3.776 6.018 0.51 -0.15 2.04
C -4.384 -4.009 7.546 -0.45 -0.41 -1.17
O -2.385 -2.932 4.239 -0.33 -1.10 0.72
C -1.224 -2.541 3.533 1.64 0.40 -0.46
C -0.028 -2.321 4.494 -0.58 -0.85 -0.92
H 0.833 -5.387 4.369 -0.31 -0.12 0.39
H 0.454 -6.875 3.535 0.29 0.14 -0.23
H 0.298 -5.294 2.780 -0.88 -0.10 -0.22
H -1.567 -7.042 4.377 0.08 0.01 -0.11
H -1.280 -5.612 5.309 -0.47 0.42 -0.16
H -4.398 -2.762 5.711 -0.45 0.09 -0.06
H -5.684 -4.056 5.910 0.00 0.23 -0.83
H -5.238 -3.657 8.125 0.18 0.38 0.07
H -4.410 -5.098 7.640 0.25 -0.03 0.23
H -3.434 -3.626 7.910 -0.03 0.10 -0.01
H -1.004 -3.270 2.749 0.14 -0.01 0.07
H -1.310 -1.587 3.014 -0.96 -0.13 0.12
H -0.426 -1.772 5.345 0.42 0.13 0.14
H 0.458 -3.258 4.777 -0.31 -0.02 0.42
H 0.741 -1.791 3.930 -0.13 0.42 0.20
C -0.578 0.248 -8.316 -0.14 -0.68 -0.50
C 0.555 -0.028 -7.306 -1.20 0.83 -0.19
O 0.255 0.688 -6.108 -0.67 0.61 1.04
P -0.514 -0.007 -4.883 1.67 -1.73 0.23
O -0.938 0.884 -3.796 -0.11 0.80 -0.36
O -1.621 -0.884 -5.618 0.62 0.85 0.59
C -1.794 -2.257 -5.348 -0.16 -2.93 0.60
C -2.579 -2.654 -4.083 -0.81 1.15 -0.86
O 0.541 -1.111 -4.414 -1.00 0.39 -0.46
C 1.680 -0.796 -3.587 -0.12 0.04 0.57
C 2.811 -0.259 -4.429 0.56 1.31 -0.33
H -0.106 0.313 -9.300 -0.32 0.15 -0.12
H -1.390 -0.481 -8.381 0.51 -0.56 0.21
H -1.183 1.132 -8.114 0.78 0.48 0.19
H 0.735 -1.082 -7.090 -0.05 -0.02 -0.10
H 1.459 0.441 -7.693 0.13 -0.18 0.15
H -2.310 -2.670 -6.218 -0.11 0.29 -0.06
H -0.895 -2.876 -5.261 0.65 1.00 -0.37
H -2.411 -3.676 -3.754 0.34 -0.04 -0.24
H -2.360 -1.988 -3.249 -0.07 -0.04 -0.03
H -3.622 -2.568 -4.399 -0.21 0.10 0.77
H 1.374 -0.160 -2.753 -0.01 0.45 -0.39
H 1.905 -1.712 -3.046 0.27 -0.25 -0.49
H 3.670 0.038 -3.821 0.20 -1.00 0.15
H 3.063 -0.871 -5.298 0.28 -0.55 0.47
H 2.676 0.722 -4.908 -1.04 -0.02 0.18
C 9.360 1.941 -1.615 0.02 -0.48 0.48
C 7.944 1.692 -1.108 -0.27 0.66 -1.70
O 7.698 2.386 0.118 -0.69 0.34 0.53
P 6.489 3.466 0.041 0.13 0.14 -0.89
O 6.738 4.461 -1.023 -0.24 -0.49 0.20
O 5.155 2.593 -0.115 1.46 0.75 1.41
C 4.270 2.489 1.038 -2.82 -0.52 -0.63
C 3.179 3.551 0.905 0.16 -0.03 0.47
O 6.400 4.148 1.476 0.34 -0.80 0.05
C 7.082 5.382 1.739 0.46 0.82 -0.21
C 6.077 6.517 1.650 -0.68 0.32 -0.58
H 9.603 1.225 -2.402 -0.06 -0.03 -0.01
H 9.434 2.940 -2.041 0.05 0.08 0.19
H 10.084 1.812 -0.809 0.07 0.08 -0.05
H 7.331 2.127 -1.905 -0.30 0.04 0.20
H 7.611 0.656 -1.101 0.39 -0.14 0.75
H 3.717 1.554 0.937 0.66 -0.35 -0.25
H 4.657 2.511 2.054 0.99 0.06 -0.39
H 2.225 3.217 1.314 0.24 -0.11 0.40
H 3.520 4.423 1.466 -0.34 0.44 -0.51
H 2.932 3.723 -0.141 0.40 0.36 -0.03
H 7.560 5.299 2.713 -0.30 -0.14 0.19
H 7.903 5.553 1.043 -0.16 -0.24 -0.31
H 6.393 7.530 1.385 0.96 -0.19 0.44
H 5.459 6.327 0.768 -0.32 -0.39 0.31
H 5.467 6.610 2.547 -0.18 -0.22 -0.10

=====

Record 3
14
Properties=species:S:1:pos:R:3:forces:R:3 method="wB97M-V/def2-TZVPD" charge=+1 relative_energy_kcal_mol=85.8 lumo_energy_ev=-4.311 smiles="C=C[C@H]1[NH+]=C1C"
C -0.878 -1.971 0.124 -0.06 0.79 -1.25
C -0.975 -1.072 -0.876 0.33 -0.34 2.10
C -0.623 0.321 -0.757 -0.80 2.77 0.18
N -0.801 1.074 0.589 -1.01 1.35 2.82
C 0.364 0.864 0.210 -0.71 -0.47 -1.40
C 1.745 1.097 0.373 2.00 -3.40 0.87
H -1.015 -3.004 -0.107 -0.42 -0.50 0.07
H -0.662 -1.728 1.163 0.24 0.14 -0.31
H -1.362 -1.172 -1.842 -0.36 -1.46 -1.36
H -0.925 1.065 -1.554 0.56 -1.35 0.57
H -1.267 1.592 1.429 0.71 -1.30 -2.01
H 1.936 1.898 1.054 0.68 0.56 0.00
H 2.230 0.952 -0.593 0.09 1.27 -0.14
H 2.232 0.084 0.788 -1.25 1.94 -0.12

=====

no.,gap between HOMO and LUMO (eV),molecular weight (u),calculated total energy (eV)
1,8.01,147.224,-29434.056
2,7.13,1461.015,-256176.827
3,10.06,82.126,-6794.368